Record 1
{"formula": "C30H19N9PdS", "method": "ωB97M-V/def2-TZVPD", "symbols": ["Pd", "N", "C", "C", "C", "C", "C", "C", "C", "C", "C", "C", "C", "C", "N", "C", "C", "C", "C", "N", "H", "H", "H", "H", "H", "H", "H", "H", "H", "H", "N", "C", "C", "C", "C", "C", "C", "S", "N", "C", "C", "C", "C", "C", "C", "N", "H", "H", "H", "H", "H", "H", "H", "H", "H", "N", "C", "N", "C", "N"], "coordinates": [[-0.385312, -0.693003, -1.293646], [6.997844, 0.445783, 5.733059], [6.206444, 0.299657, 4.911502], [5.219584, 0.117482, 3.886874], [5.534784, -0.584055, 2.723365], [4.585512, -0.752296, 1.735416], [3.292443, -0.218902, 1.872719], [2.988441, 0.457500, 3.068732], [3.933027, 0.631181, 4.057067], [2.253894, -0.392438, 0.866829], [2.517258, -0.464106, -0.509234], [3.725642, -0.202526, -1.203623], [3.501631, -0.465365, -2.552170], [2.177724, -0.880343, -2.665044], [1.580561, -0.870118, -1.453310], [0.913531, -0.629474, 1.435560], [0.587529, -1.791503, 2.258391], [-0.681022, -1.606886, 2.678048], [-1.097250, -0.363318, 2.095378], [-0.124546, 0.222940, 1.346459], [6.521423, -1.012063, 2.607366], [4.827756, -1.343227, 0.864114], [1.995575, 0.869026, 3.205491], [3.686178, 1.167556, 4.963307], [4.643652, 0.143552, -0.760834], [4.216155, -0.396957, -3.356261], [1.633584, -1.181109, -3.546627], [1.257140, -2.613101, 2.457396], [-1.278938, -2.252021, 3.300711], [-2.073733, 0.094813, 2.179814], [-3.869222, 1.532617, -0.775884], [-5.047501, 0.815491, -1.105051], [-6.206759, 1.485748, -1.455826], [-7.346007, 0.759292, -1.777824], [-7.310627, -0.625854, -1.788544], [-6.134538, -1.292457, -1.470668], [-5.011292, -0.571260, -1.099976], [-3.535157, -1.391039, -0.581322], [-2.388949, -0.244013, -1.118431], [-2.643964, 1.015365, -1.091114], [-1.513272, 1.936739, -1.399678], [-1.628026, 3.311330, -1.457148], [-0.489243, 4.066427, -1.717517], [0.712381, 3.421585, -1.916426], [0.755073, 2.035076, -1.854996], [-0.334840, 1.318275, -1.606194], [-3.959860, 2.533027, -0.817418], [-6.223286, 2.569277, -1.469449], [-8.256585, 1.283799, -2.032682], [-8.193529, -1.191443, -2.052002], [-6.088715, -2.373586, -1.494866], [-2.573828, 3.810060, -1.303402], [-0.551687, 5.145051, -1.761180], [1.620219, 3.971923, -2.116493], [1.674383, 1.483095, -2.003728], [2.654561, -5.530251, -1.426892], [1.925574, -4.872330, -0.819351], [1.126923, -4.153862, -0.034686], [0.278528, -3.355466, -0.513145], [-0.597246, -2.629311, -0.844951]], "forces_ev_per_angstrom": [[-0.08, -0.07, 0.05], [0.00, 0.01, 0.00], [0.04, -0.02, 0.02], [-0.01, 0.01, 0.00], [-0.04, 0.01, -0.01], [0.00, 0.02, 0.00], [0.02, 0.03, 0.03], [-0.01, 0.00, 0.01], [0.01, -0.02, -0.03], [-0.05, 0.03, 0.14], [-0.03, -0.15, -0.11], [0.00, 0.05, -0.02], [0.03, -0.03, -0.03], [0.04, 0.05, -0.05], [0.03, 0.01, 0.03], [0.08, 0.18, -0.22], [0.28, -0.04, -0.01], [-0.29, 0.02, 0.10], [0.12, 0.26, -0.30], [-0.15, -0.30, 0.52], [0.00, 0.00, 0.01], [-0.01, 0.00, -0.01], [0.00, 0.00, -0.01], [0.00, 0.00, 0.00], [0.00, 0.00, 0.01], [0.00, -0.01, 0.00], [0.00, 0.00, 0.00], [0.00, 0.00, -0.02], [-0.02, 0.01, 0.00], [-0.01, 0.01, 0.03], [0.02, -0.06, -0.02], [-0.07, 0.03, -0.01], [0.00, -0.05, -0.01], [0.02, 0.02, 0.00], [0.00, -0.01, 0.00], [-0.02, 0.01, -0.01], [0.06, -0.01, 0.02], [-0.04, 0.00, -0.03], [0.03, 0.05, 0.06], [0.10, 0.07, -0.03], [-0.07, -0.07, 0.02], [0.09, 0.00, -0.01], [-0.07, -0.03, 0.01], [0.06, 0.02, 0.00], [-0.02, 0.01, 0.01], [-0.05, 0.12, -0.04], [0.01, 0.01, 0.01], [0.00, 0.00, 0.00], [-0.01, -0.01, 0.00], [0.00, 0.00, 0.00], [0.00, 0.00, 0.00], [0.00, 0.01, 0.00], [0.00, 0.00, 0.00], [0.00, -0.01, 0.00], [0.00, 0.01, 0.00], [0.01, 0.01, 0.01], [0.02, -0.06, -0.04], [0.05, 0.03, 0.06], [-0.20, -0.03, -0.05], [0.12, -0.12, -0.09]], "mulliken_spin": [0.017, 0.036, -0.015, 0.089, -0.043, 0.102, 0.154, 0.101, -0.048, 0.115, 0.049, 0.195, -0.027, 0.210, 0.041, 0.461, 0.124, 0.115, 0.385, -0.106, -0.001, -0.004, 0.013, -0.002, 0.003, 0.005, 0.019, -0.001, -0.002, 0.001, 0.000, 0.000, 0.000, 0.000, 0.000, 0.000, 0.000, 0.000, -0.004, -0.002, 0.005, -0.001, 0.001, -0.008, 0.011, -0.002, 0.000, 0.000, 0.000, 0.000, 0.000, 0.000, 0.000, -0.001, -0.001, 0.000, 0.001, 0.000, 0.002, 0.009], "max_force_ev_per_a": 0.62, "gap_ev": [4.77, 6.58], "s2": 2.042, "lumo_ev": [-1.4, -1.9], "e_above_lowest_kcal_mol": 8.62, "spin_multiplicity": 3, "e_tot_ha": -2173.40933}

---

Record 2
{"formula": "C30H20BrF4NPRh", "method": "ωB97M-V/def2-TZVPD", "symbols": ["Rh", "N", "C", "C", "C", "C", "C", "C", "C", "C", "C", "C", "C", "C", "H", "H", "H", "H", "H", "H", "H", "H", "H", "H", "F", "C", "C", "F", "C", "F", "C", "P", "C", "C", "C", "C", "C", "C", "C", "C", "C", "C", "C", "C", "C", "Br", "C", "F", "H", "H", "H", "H", "H", "H", "H", "H", "H", "H"], "coordinates": [[0.155374, -0.583846, 0.545167], [-1.728641, 0.495214, -0.342840], [-2.867584, 0.737944, 0.499914], [-3.697631, 1.807596, 0.196356], [-4.916650, 1.954074, 0.834468], [-5.321251, 1.023958, 1.789009], [-4.482804, -0.012987, 2.133022], [-3.220867, -0.160758, 1.533864], [-2.289327, -1.119853, 2.115833], [-2.726339, -2.345567, 2.647632], [-1.876616, -3.120345, 3.405574], [-0.578472, -2.675775, 3.725425], [-0.119256, -1.468563, 3.232922], [-0.924874, -0.770946, 2.327248], [-1.542833, 1.322570, -0.899899], [-1.938599, -0.263562, -0.984216], [-3.408112, 2.505927, -0.580582], [-5.565494, 2.774959, 0.561061], [-6.277935, 1.131750, 2.280663], [-4.769642, -0.676621, 2.937161], [-3.746429, -2.664357, 2.476029], [-2.229136, -4.063535, 3.802245], [0.058928, -3.278490, 4.359587], [0.858095, -1.098464, 3.516703], [2.911104, -6.453357, -2.210056], [2.801203, -5.281012, -1.636022], [3.917161, -4.644161, -1.113858], [5.098801, -5.213999, -1.183816], [3.780519, -3.400193, -0.516485], [4.877285, -2.828521, -0.036718], [2.553456, -2.749250, -0.409563], [2.452002, -1.051487, 0.306988], [3.107772, -1.183421, 1.984635], [3.185712, -2.400349, 2.661883], [3.636023, -2.426699, 3.971240], [3.980008, -1.244107, 4.615027], [3.877359, -0.027287, 3.952458], [3.438012, 0.006972, 2.639910], [3.620186, -0.070963, -0.671835], [4.952060, 0.082632, -0.284863], [5.814489, 0.800916, -1.096566], [5.356749, 1.376522, -2.274300], [4.027003, 1.240211, -2.647461], [3.155985, 0.520854, -1.847030], [1.452608, -3.424535, -0.934077], [-0.308419, -2.719665, -0.815835], [1.562938, -4.662757, -1.538537], [0.487773, -5.266338, -2.024156], [2.898253, -3.321140, 2.169169], [3.734615, -3.372385, 4.487977], [4.326923, -1.273016, 5.639435], [4.144525, 0.890045, 4.459408], [3.361847, 0.952263, 2.114507], [5.314741, -0.349643, 0.635434], [6.850244, 0.905306, -0.802398], [6.039280, 1.938355, -2.897492], [3.670136, 1.701666, -3.558261], [2.116493, 0.415320, -2.138855]], "forces_ev_per_angstrom": [[-0.30, 0.92, 0.33], [0.58, -0.38, 0.19], [-0.42, 0.09, 0.27], [0.16, -0.12, -0.08], [-0.04, -0.04, 0.06], [-0.02, 0.08, -0.05], [-0.01, 0.04, 0.07], [0.25, 0.19, -0.23], [-0.17, -0.09, 0.20], [-0.04, -0.07, -0.06], [-0.19, 0.04, -0.09], [0.21, 0.23, -0.06], [0.00, -0.16, 0.41], [-0.02, -0.18, -0.37], [0.10, 0.01, -0.07], [-0.21, 0.12, -0.21], [-0.04, -0.03, -0.03], [0.01, 0.02, 0.04], [0.01, -0.01, 0.00], [0.02, -0.04, -0.01], [0.01, -0.02, 0.00], [0.01, 0.01, 0.02], [0.00, 0.00, 0.00], [0.03, -0.02, -0.08], [0.01, -0.09, -0.03], [0.07, 0.13, 0.06], [-0.09, 0.01, -0.01], [0.07, -0.05, -0.02], [-0.13, 0.15, -0.02], [0.05, 0.01, 0.06], [-0.04, 0.12, 0.06], [0.85, -0.56, -0.29], [-0.15, 0.04, -0.01], [0.00, 0.05, -0.13], [0.02, -0.02, 0.05], [-0.02, -0.04, 0.04], [-0.02, 0.01, 0.03], [-0.05, -0.03, -0.09], [-0.31, 0.12, 0.18], [-0.10, 0.04, -0.07], [0.04, -0.03, 0.06], [0.01, -0.02, 0.04], [-0.03, 0.05, -0.07], [0.00, -0.05, 0.03], [0.21, 0.01, 0.10], [-0.21, -0.48, -0.20], [-0.23, 0.15, 0.02], [0.05, -0.07, -0.01], [0.06, -0.03, 0.00], [-0.03, 0.01, 0.00], [0.02, 0.01, -0.01], [0.00, 0.01, -0.02], [0.04, 0.03, 0.04], [0.03, -0.06, 0.02], [-0.01, 0.04, -0.02], [-0.01, 0.00, -0.01], [-0.01, -0.02, 0.00], [-0.01, 0.00, -0.03]], "mulliken_spin": [2.380, 0.115, 0.062, -0.017, 0.065, -0.006, 0.032, 0.046, 0.054, -0.035, 0.106, 0.136, 0.028, 0.764, 0.001, -0.002, 0.000, 0.002, 0.001, 0.000, 0.002, 0.004, 0.005, 0.029, 0.000, -0.004, -0.001, 0.000, -0.007, 0.001, -0.074, 0.173, 0.034, -0.005, -0.005, 0.025, -0.004, 0.015, -0.037, 0.002, 0.001, 0.005, 0.011, 0.026, -0.021, 0.105, -0.005, -0.001, 0.000, 0.000, 0.001, 0.000, -0.010, 0.003, 0.001, 0.000, 0.000, -0.002], "max_force_ev_per_a": 1.06, "gap_ev": [8.30, 5.44], "s2": 6.029, "lumo_ev": [-6.0, -9.2], "charge": 2, "spin_multiplicity": 5, "e_tot_ha": -4634.66322}